Entry 1:
# C29H40N3O2

A 2-piece molecular cluster, C29H40N3O2 overall at a distorted geometry (wB97M-V/def2-TZVPD, OMol25).

Properties
**Energy**: -39279.3239 eV
**Highest occupied orbital energy**: -8.51 eV
**Energy relative to the best compared isomer or geometry (same formula, charge and spin)**: 171.9 kJ/mol
**Spin multiplicity**: 1
**Total charge**: +1

Geometry as XYZ:
```
74
C29H40N3O2, DFT wB97M-V/def2-TZVPD
O 0.89 -3.13 0.56
O -0.29 -3.86 2.33
N -1.84 -5.42 0.48
N 0.69 5.25 -5.26
N 3.14 3.61 4.13
C 0.19 2.42 -2.99
C -2.08 -6.83 0.66
C -0.64 5.49 -5.77
C -5.45 -3.16 0.81
C 3.32 2.14 2.20
C 2.35 4.46 4.98
C 0.04 3.25 -4.08
C 0.02 -3.97 1.15
C 1.43 -2.14 1.44
C 2.70 3.21 2.91
C 1.71 6.13 -5.77
C 2.73 1.65 1.06
C -2.90 -4.56 0.46
C 1.18 1.88 -0.83
C 1.57 3.85 2.32
C 1.16 3.53 1.05
C -4.20 -5.23 0.08
C -5.26 -4.19 -0.31
C -4.12 -2.57 1.35
C -2.89 -3.26 0.91
C 0.91 4.37 -4.24
C 1.68 2.36 0.42
C 1.95 3.89 -2.12
C 1.96 4.59 -3.30
C -0.69 -7.46 0.83
C 1.11 2.73 -1.95
C 0.33 -6.38 0.45
C 4.47 3.31 4.63
C -0.47 -5.07 0.23
H 2.67 5.60 -5.87
H 1.89 -2.59 2.32
H 0.86 -6.62 -0.48
H 0.91 0.83 -0.95
H -4.04 -1.50 1.08
H -0.57 5.63 -6.84
H 2.38 5.52 4.68
H 2.62 4.19 -1.31
H -4.07 -5.91 -0.77
H -6.11 -2.36 0.48
H -4.59 -5.86 0.90
H 5.14 4.18 4.54
H 1.86 7.01 -5.14
H -0.44 1.53 -2.87
H -6.21 -4.69 -0.52
H -4.18 -2.56 2.46
H -1.97 -2.77 1.23
H 4.37 3.07 5.69
H -1.33 4.68 -5.54
H 3.10 0.75 0.58
H -0.58 -7.77 1.87
H 1.39 6.46 -6.76
H 1.05 4.65 2.86
H -2.74 -7.04 1.52
H 2.76 4.39 5.99
H 0.39 4.12 0.55
H -4.93 -3.69 -1.23
H 4.92 2.47 4.10
H -2.57 -7.25 -0.22
H -5.94 -3.65 1.66
H 1.05 -6.24 1.26
H 2.68 5.38 -3.48
H -0.34 -4.71 -0.81
H -0.75 3.04 -4.80
H 0.64 -1.44 1.75
H 4.23 1.67 2.56
H 1.31 4.15 5.02
H -0.61 -8.34 0.18
H -1.06 6.41 -5.34
H 2.17 -1.61 0.84
```

Atom charges from the Löwdin analysis, given in e for atoms 1 to 6: O -0.0321; O 0.1007; N -0.0672; N -0.1729; N -0.1798; C 0.0057



Entry 2:
# C29H40N5

A 2-piece molecular cluster, C29H40N5 overall at a distorted geometry (wB97M-V/def2-TZVPD, OMol25).

Properties
**Energy**: -38167.1936 eV
**Highest occupied orbital energy**: -9.46 eV
**Energy relative to the best compared isomer or geometry (same formula, charge and spin)**: 0.0 kJ/mol
**Spin multiplicity**: 1
**Total charge**: +1

Geometry as XYZ:
```
74
C29H40N5, DFT wB97M-V/def2-TZVPD
N 4.21 1.86 -2.67
N -0.19 2.30 4.58
N -1.38 1.54 2.67
N 0.91 1.43 2.70
N -2.69 -5.31 -1.53
C 1.42 -0.37 -1.85
C -1.71 -6.36 -1.32
C 2.70 0.06 -2.06
C -1.06 0.03 -1.91
C -1.07 -3.70 -2.34
C 2.09 3.79 -2.60
C -0.70 -2.39 -2.50
C 4.53 3.26 -2.88
C -3.24 -2.95 -1.51
C -2.33 -4.02 -1.79
C -5.05 -4.65 -1.68
C -2.82 -1.64 -1.57
C 5.38 1.00 -2.59
C 0.28 0.48 -2.03
C -2.61 1.96 3.29
C 3.35 4.06 -3.41
C -4.05 -5.71 -1.26
C -1.49 -1.31 -1.99
C 2.16 1.33 3.39
C -2.56 1.92 4.80
C 2.24 2.42 4.42
C -0.27 1.77 3.32
C -1.39 2.71 5.30
C 2.96 1.42 -2.40
C 0.83 0.86 1.38
C 0.56 1.85 -2.26
C -4.65 -3.29 -1.13
C 1.85 2.32 -2.42
C 1.04 2.37 5.33
H 3.60 5.13 -3.37
H -3.38 1.29 2.91
H 2.26 0.34 3.88
H -2.47 0.89 5.14
H -0.28 2.56 -2.33
H -4.76 -3.29 -0.03
H 0.24 -2.18 -3.01
H 1.23 4.23 -3.10
H 1.01 3.26 5.97
H -5.32 -2.51 -1.51
H -1.83 -7.16 -2.06
H 1.11 1.48 5.98
H -1.83 0.80 -1.79
H -5.08 -4.59 -2.78
H -0.40 -4.50 -2.66
H -1.23 2.56 6.37
H 3.53 -0.65 -1.97
H -6.05 -4.93 -1.33
H 0.89 -0.24 1.40
H -1.83 -6.81 -0.32
H -3.50 -0.84 -1.30
H 4.88 3.72 -1.93
H -3.48 2.33 5.23
H 2.29 3.40 3.93
H 2.96 1.43 2.65
H 1.65 1.24 0.77
H 1.29 -1.40 -1.54
H 3.14 2.29 5.02
H 3.18 3.78 -4.45
H -0.14 1.15 0.96
H -0.70 -5.96 -1.40
H 5.37 3.30 -3.58
H -4.16 -5.92 -0.18
H -2.86 2.99 2.98
H 2.18 4.28 -1.62
H -1.59 3.79 5.13
H 6.09 1.31 -3.36
H 5.89 1.06 -1.61
H -4.25 -6.66 -1.79
H 5.10 -0.04 -2.77
```

Atom charges from the Löwdin analysis, given in e for atoms 1 to 6: N -0.1075; N -0.0481; N 0.0482; N -0.1168; N -0.1126; C -0.0257



Entry 3:
# C29H40N5

A 2-piece molecular cluster, C29H40N5 overall at a distorted geometry (wB97M-V/def2-TZVPD, OMol25).

Properties
**Energy**: -38164.0930 eV
**Highest occupied orbital energy**: -9.63 eV
**Energy relative to the best compared isomer or geometry (same formula, charge and spin)**: 299.2 kJ/mol
**Spin multiplicity**: 1
**Total charge**: +1

Geometry as XYZ:
```
74
C29H40N5, DFT wB97M-V/def2-TZVPD
N -1.56 0.50 -0.06
N 4.73 -4.28 3.07
N -0.22 0.91 0.01
N 2.39 5.33 3.37
N -7.03 -1.10 3.29
C 1.24 1.27 3.17
C -7.42 -2.38 3.82
C 3.73 5.74 3.74
C -2.43 1.63 -0.29
C 3.80 -3.28 3.12
C 3.22 -0.95 3.48
C -3.36 -1.24 3.52
C 4.41 -5.66 3.40
C -4.69 -1.59 3.68
C 1.86 -1.18 3.18
C 1.50 -2.53 2.92
C 2.42 -3.55 2.92
C 1.57 6.39 2.83
C 0.42 2.25 3.78
C 4.19 -1.94 3.35
C -1.58 0.35 2.85
C -0.53 -0.48 3.22
C 0.85 -0.13 3.18
C -4.01 0.95 2.73
C -8.10 -0.37 2.64
C 2.02 4.00 3.29
C 6.15 -4.03 2.90
C 0.26 1.20 -1.33
C 0.77 3.59 3.81
C 2.86 3.04 2.68
C 2.45 1.72 2.58
C -5.34 0.61 2.82
C -5.72 -0.69 3.27
C -2.97 0.02 3.03
H -7.71 0.45 2.03
H 3.56 0.03 3.80
H -8.49 -2.34 4.08
H 6.31 -3.07 2.40
H 6.68 -4.03 3.86
H -6.85 -2.62 4.73
H 4.25 4.93 4.26
H -8.79 0.04 3.40
H -3.74 1.97 2.43
H 0.47 -2.77 2.69
H 6.58 -4.83 2.28
H 0.61 5.99 2.46
H 1.38 7.15 3.61
H 3.82 3.36 2.25
H 3.09 1.02 2.05
H 5.24 -1.68 3.47
H -3.45 1.33 -0.02
H 2.10 6.89 2.00
H -0.33 2.03 -1.73
H -2.16 2.52 0.32
H -0.75 -1.48 3.57
H -1.80 -0.07 0.74
H 4.71 -6.32 2.58
H -7.28 -3.21 3.10
H 3.65 6.61 4.41
H -1.38 1.35 2.45
H 1.31 1.47 -1.25
H 0.31 0.15 0.45
H 4.96 -5.97 4.31
H -2.60 -1.98 3.76
H -0.53 1.97 4.23
H 0.15 0.33 -1.99
H 4.30 6.06 2.86
H -8.68 -1.05 2.00
H -4.93 -2.58 4.06
H -2.35 1.91 -1.35
H 0.12 4.32 4.30
H -6.10 1.34 2.54
H 3.34 -5.77 3.58
H 2.10 -4.57 2.71
```

Atom charges from the Löwdin analysis, given in e for atoms 1 to 6: N -0.1538; N -0.1864; N -0.1496; N -0.2225; N -0.1827; C -0.1723



Question: Which value of highest occupied orbital energy does entry 3 give?
Answer: -9.63 eV



Question: The lowest highest occupied orbital energy belongs to which entry?
Answer: number 3